Entry 1:
{"formula": "C13H33FeO14S5", "method": "wB97M-V/def2-TZVPD", "orbital_gap_ev": [7.90, 6.50], "fmax_ev_per_a": 5.006, "charge": 0, "e_homo_ev": [-7.8, -7.8], "multiplicity": 6, "elements": ["H", "O", "O", "H", "C", "S", "H", "H", "O", "H", "H", "O", "H", "O", "H", "H", "H", "O", "C", "H", "C", "C", "H", "S", "C", "H", "O", "H", "C", "H", "H", "H", "C", "H", "C", "S", "H", "C", "O", "C", "C", "H", "O", "O", "H", "C", "H", "H", "S", "H", "C", "O", "H", "H", "O", "O", "H", "H", "H", "O", "S", "Fe", "H", "H", "H", "H"], "positions_angstrom": [[-0.265, 4.522, 2.003], [2.354, 0.980, 0.718], [2.832, -2.198, -2.733], [-0.675, 3.950, 4.709], [-2.142, -3.748, -0.252], [-0.683, -4.109, 0.697], [0.125, -4.511, -1.478], [-2.606, 1.447, -3.667], [1.866, 2.743, -1.404], [3.943, 2.388, 0.390], [-3.710, 0.814, 1.708], [-0.046, 1.229, -0.065], [5.270, 3.133, -0.712], [-3.820, -1.981, 1.390], [1.133, 3.795, 4.717], [0.458, -1.869, -3.902], [3.086, 3.337, -3.915], [-1.265, 1.993, 2.863], [0.533, 3.763, 1.869], [-2.498, -2.675, -0.143], [3.799, 2.896, -3.161], [4.392, 2.459, -0.593], [-1.320, -2.029, -4.080], [0.196, 2.456, 2.919], [0.190, 3.300, 4.571], [-5.425, -1.324, 4.319], [1.817, -1.110, -0.014], [4.729, 3.431, -3.322], [2.113, -0.286, 0.868], [2.161, -1.585, 2.153], [-4.337, 0.865, 3.319], [-2.211, -4.049, -1.279], [-2.368, 0.458, -3.504], [4.060, 1.833, -3.176], [-0.934, 0.275, 0.042], [-0.630, 0.236, -3.951], [0.073, 2.501, 5.373], [-0.532, -1.487, -3.559], [2.995, 0.052, -2.153], [-4.861, -2.024, 3.712], [-4.345, 0.274, 2.415], [1.529, 4.054, 2.102], [-0.847, -0.648, -0.677], [0.227, 0.917, -2.953], [-0.589, -1.643, -2.463], [3.382, -1.190, -2.349], [0.324, -2.880, -1.002], [-5.376, -2.693, 3.032], [-3.636, -1.284, 2.715], [-2.851, -4.338, 0.261], [0.410, -3.926, -0.637], [4.825, -1.294, -2.181], [-5.322, 0.076, 2.021], [1.429, -4.086, -0.312], [-1.832, 0.220, 1.106], [2.306, -0.633, 2.104], [-2.423, 0.073, -2.479], [4.493, 1.445, -1.007], [-2.979, -0.172, -4.195], [-0.831, -5.527, 1.040], [3.166, 3.406, -1.562], [1.430, 0.785, -1.263], [0.492, 3.261, 0.877], [-1.441, 0.934, 1.763], [-4.434, -2.745, 4.423], [5.097, -2.256, -2.058]]}



Entry 2:
{"formula": "C4H7NO", "method": "wB97M-V/def2-TZVPD", "e_above_lowest_kj_mol": 519.2, "orbital_gap_ev": 8.36, "fmax_ev_per_a": 0.356, "charge": 0, "e_homo_ev": -8.9, "elements": ["C", "H", "H", "C", "H", "C", "C", "H", "H", "H", "O", "H", "N"], "positions_angstrom": [[0.701, 0.178, -0.354], [1.325, 0.661, 1.374], [-1.226, 1.248, -0.724], [-1.201, -1.223, -0.818], [1.067, 0.515, -1.331], [0.243, -1.346, -0.542], [-0.465, 1.061, 0.045], [0.805, -1.732, -1.398], [0.560, -1.856, 0.375], [-1.325, 2.077, 1.400], [1.723, 0.255, 0.580], [-1.711, -1.348, 0.165], [-0.496, 1.509, 1.229]]}